C19H47CuN2O7 as an isolated structure at a distorted geometry. Source: the Open Molecules 2025 dataset; level of theory: wB97M-V/def2-TZVPD.

Last column: Löwdin spin population.
Atoms and positions in Å:
Cu1 -20.010 28.225 12.465  0.714
C1 -16.743 24.931 12.104  0.005
C2 -18.085 25.563 12.477  0.004
O1 -18.159 26.893 12.212  0.074
H1 -16.577 25.003 11.024  0.000
H2 -16.798 23.843 12.262  0.001
H3 -15.875 25.357 12.609  0.000
H4 -18.346 25.331 13.538  0.000
H5 -18.805 24.981 11.840  0.000
C3 -18.700 31.945 13.029  0.000
C4 -18.706 30.974 11.848  0.011
O2 -18.481 29.666 12.176  0.129
H6 -17.740 31.972 13.555  0.000
H7 -19.465 31.654 13.750  0.000
H8 -18.849 32.966 12.653  0.000
H9 -17.924 31.306 11.131  0.005
H10 -19.654 31.127 11.290  0.003
C5 -23.826 30.275 13.404  0.002
C6 -22.307 30.439 13.556  0.004
C7 -21.888 30.562 15.023  0.000
O3 -21.643 29.483 12.857  0.029
H11 -24.373 31.106 13.877  0.001
H12 -24.252 29.389 13.890  0.000
H13 -24.087 30.341 12.346  0.000
H14 -22.121 31.456 13.134  0.000
H15 -22.565 31.262 15.528  0.000
H16 -20.864 30.928 15.098  0.000
H17 -21.940 29.612 15.568  0.000
C8 -18.523 29.060 15.448  -0.001
O4 -19.421 28.286 14.692  -0.003
C9 -20.033 27.289 15.455  0.000
C10 -21.231 26.777 14.666  0.001
N1 -20.927 26.380 13.284  0.026
C11 -22.159 25.838 12.649  0.001
C12 -22.493 24.413 13.040  0.001
O5 -21.362 23.637 12.749  0.000
C13 -21.598 22.264 12.848  0.000
H18 -17.776 28.420 15.933  0.000
H19 -19.110 29.554 16.237  0.000
H20 -18.021 29.801 14.837  0.000
H21 -20.512 27.756 16.331  0.000
H22 -19.331 26.500 15.748  0.000
H23 -22.000 27.553 14.675  0.000
H24 -21.731 25.953 15.201  0.001
H25 -20.372 25.524 13.311  0.000
H26 -21.998 25.934 11.574  0.000
H27 -22.961 26.565 12.806  0.000
H28 -23.373 24.155 12.428  0.000
H29 -22.859 24.300 14.070  0.000
H30 -20.692 21.729 12.569  0.000
H31 -22.430 21.911 12.226  0.000
H32 -21.839 21.951 13.875  0.000
C14 -18.720 27.931 6.379  0.000
O6 -18.972 27.841 7.737  0.000
C15 -20.082 26.997 8.031  0.000
C16 -20.177 26.917 9.543  -0.001
N2 -20.458 28.207 10.204  -0.003
C17 -21.775 28.775 9.838  0.000
C18 -23.055 28.054 10.175  0.000
O7 -23.152 26.775 9.575  0.000
C19 -24.333 26.103 9.899  0.000
H33 -18.579 26.944 5.902  0.000
H34 -17.807 28.477 6.153  0.000
H35 -19.555 28.348 5.794  0.000
H36 -19.943 26.018 7.553  0.000
H37 -20.962 27.452 7.556  0.000
H38 -19.210 26.543 9.891  0.000
H39 -20.914 26.169 9.823  0.000
H40 -19.867 28.829 9.651  0.000
H41 -21.797 29.066 8.776  0.000
H42 -21.872 29.755 10.314  0.000
H43 -23.835 28.702 9.736  0.000
H44 -23.258 28.028 11.250  0.000
H45 -24.536 26.123 10.979  0.000
H46 -24.342 25.066 9.571  0.000
H47 -25.176 26.628 9.419  0.000

Forces on atoms 1 to 6 (eV/Å):
2.1840 0.8841 -0.2237
0.0307 -0.5672 -0.2571
-0.4284 0.5263 -0.7396
-0.6468 0.4165 0.0260
-0.0424 0.4247 0.0346
0.1655 0.0559 0.3857

Output
Orbital gap (alpha / beta)   6.2 / 6.1 eV
2S+1   2
HOMO energy (alpha / beta)   -3.73 / -3.64 eV
Electronic energy   -82413.638 eV
Net charge   -1